Record 1
The following is a quantum chemistry calculation of a structure of composition C36H28N4O3PdS2Sb, from OMol25.

The geometry in ORCA input format:
```
! RIJCOSX wB97M-V def2-TZVPD def2/J DEFGRID3
* xyz 3 1
Pd -1.7375 -1.3957 0.5529
C -0.2044 -3.8431 -4.3645
C 0.1601 -4.0116 -3.0329
C -0.5301 -3.3417 -2.0390
C -1.6007 -2.5207 -2.3900
C -1.9834 -2.3560 -3.7248
C -1.2707 -3.0140 -4.7066
N -2.3518 -1.9061 -1.3587
N -3.5474 -1.6377 -1.5949
C -4.2633 -1.0674 -0.5366
C -5.5996 -0.7683 -0.6611
C -6.2636 -0.2260 0.4424
C -5.5742 0.0022 1.6201
C -4.2211 -0.3192 1.6979
N -3.6157 -0.8457 0.6411
H 0.3334 -4.3709 -5.1405
H 0.9614 -4.6888 -2.7703
H -0.2911 -3.5395 -1.0021
H -2.8158 -1.7151 -3.9782
H -1.5505 -2.8916 -5.7437
H -6.0986 -0.9679 -1.5996
H -7.3173 0.0103 0.3724
H -6.0625 0.4168 2.4909
H -3.6223 -0.1917 2.5923
O 2.0255 -0.6589 5.2123
S 1.2371 -1.7836 4.8360
O 1.0496 -2.9067 5.6764
N -0.2773 -1.2177 4.3324
C -0.4064 -1.4117 3.0872
O -1.5568 -1.1708 2.4628
C 0.7206 -1.9842 2.3358
C 0.8608 -2.1987 0.9853
C 2.0296 -2.7676 0.4925
C 3.0462 -3.1083 1.3815
C 2.9259 -2.8739 2.7504
C 1.7535 -2.3038 3.1972
H 0.1079 -1.9256 0.2015
H 2.1583 -2.9383 -0.5674
H 3.9505 -3.5611 0.9974
H 3.7260 -3.1332 3.4310
S -1.3913 0.7338 -0.3480
Sb 0.8045 1.7752 -0.0220
C 1.1295 2.5481 1.8667
C 0.9721 3.9280 2.0097
C 1.2125 4.4955 3.2512
C 1.5929 3.6932 4.3179
C 1.7507 2.3201 4.1620
C 1.5243 1.7325 2.9284
C -0.0446 3.1211 -1.3567
C 0.4668 3.2075 -2.6559
C -0.0722 4.1480 -3.5135
C -1.1255 4.9590 -3.0916
C -1.6476 4.8464 -1.8096
C -1.1146 3.9208 -0.9269
C 2.2793 0.5637 -0.8229
C 3.5365 0.6032 -0.2235
C 4.5710 -0.1170 -0.8060
C 4.3416 -0.8517 -1.9616
C 3.0791 -0.8838 -2.5472
C 2.0327 -0.1746 -1.9803
H 0.6883 4.5585 1.1764
H 1.1074 5.5638 3.3808
H 1.7772 4.1419 5.2849
H 2.0488 1.7034 4.9970
H 1.6735 0.6657 2.8020
H 1.2908 2.5842 -2.9810
H 0.3321 4.2611 -4.5102
H -1.5388 5.6902 -3.7737
H -2.4612 5.4855 -1.4952
H -1.5042 3.8440 0.0811
H 3.7195 1.1850 0.6726
H 5.5582 -0.0893 -0.3647
H 5.1573 -1.3963 -2.4188
H 2.9169 -1.4483 -3.4559
H 1.0518 -0.1851 -2.4440
*
```

HOMO-LUMO gap (spin up / spin down) in eV: 4.87 / 4.87

***

Record 2
The following is a quantum chemistry calculation of a structure of composition C36H32FN4O13ScSi, from OMol25.

The geometry in ORCA input format:
```
! RIJCOSX wB97M-V def2-TZVPD def2/J DEFGRID3
* xyz 0 1
Sc -0.2360 0.1682 -0.1814
O 2.9347 0.0245 2.8528
C 1.8859 -0.1394 2.0704
O 1.7798 0.3593 0.9731
C 0.8510 -1.0605 2.6333
C 1.0346 -1.8422 3.7621
C 0.0166 -2.7098 4.1155
C -1.1360 -2.7642 3.3424
C -1.2223 -1.9342 2.2400
N -0.2461 -1.1103 1.9043
C -2.3582 -1.8790 1.2510
O -3.4771 -2.5474 1.5084
O -2.2551 -1.2358 0.2397
H 3.5179 0.6786 2.4353
H 1.9516 -1.7741 4.3298
H 0.1206 -3.3512 4.9802
H -1.9221 -3.4633 3.5990
H -3.4423 -2.9861 2.3668
O -2.0924 1.1454 -0.7810
C -2.5150 1.3977 -1.9136
C -1.7148 1.4458 -3.0996
C -2.3548 1.6408 -4.3270
C -1.6129 1.6800 -5.4713
C -0.2152 1.5696 -5.4292
C 0.4257 1.3995 -4.2343
C -0.3035 1.2997 -3.0251
O 0.3036 1.0780 -1.9060
N -2.2861 1.8384 -6.7624
O -1.5893 1.9825 -7.7486
O -3.5019 1.8057 -6.7779
H -3.5809 1.6253 -2.0307
H -3.4310 1.7558 -4.3731
H 0.3363 1.6231 -6.3578
H 1.5028 1.3129 -4.1861
F -2.1737 5.4449 -0.9156
C -2.5759 4.6375 0.0709
C -1.8058 4.3986 1.1298
N -2.2066 3.5946 2.1796
C -1.2068 3.0869 3.1101
C -0.2830 2.0270 2.5196
O 0.6397 1.6409 3.2383
O -0.5781 1.6025 1.3592
C -3.4019 2.8953 2.1145
O -3.7404 2.0672 2.9331
N -4.2059 3.2385 1.0434
C -3.8742 3.9998 -0.0731
O -4.6117 4.0792 -1.0304
H -0.8255 4.8479 1.2133
H -1.7488 2.6282 3.9304
H -0.6021 3.9012 3.4999
H -5.0743 2.7264 0.9879
C 3.6020 -1.9222 -0.9228
C 2.8318 -2.3282 -2.1875
C 3.5355 -3.5365 -2.8172
C 2.8414 -1.1530 -3.1751
Si 1.0417 -2.7060 -1.7006
O 0.4381 -1.5493 -0.7315
C -0.0410 -2.8084 -3.2404
C 0.2933 -3.5686 -4.3677
C -0.4983 -3.5678 -5.5084
C -1.6581 -2.8045 -5.5493
C -2.0218 -2.0527 -4.4413
C -1.2206 -2.0578 -3.3052
C 1.0151 -4.3568 -0.7942
C 0.9175 -4.3701 0.6008
C 0.9187 -5.5593 1.3214
C 1.0142 -6.7716 0.6530
C 1.1127 -6.7852 -0.7327
C 1.1147 -5.5922 -1.4433
H 4.6393 -1.6789 -1.1846
H 3.6265 -2.7355 -0.1869
H 3.1592 -1.0475 -0.4500
H 4.5735 -3.2752 -3.0548
H 3.0587 -3.8497 -3.7515
H 3.5540 -4.3953 -2.1421
H 3.8735 -0.8920 -3.4406
H 2.3744 -0.2696 -2.7305
H 2.3037 -1.3901 -4.0974
H 1.2012 -4.1638 -4.3700
H -0.2077 -4.1577 -6.3694
H -2.2753 -2.7959 -6.4395
H -2.9315 -1.4621 -4.4633
H -1.5292 -1.4815 -2.4422
H 0.8597 -3.4222 1.1230
H 0.8492 -5.5422 2.4040
H 1.0141 -7.7025 1.2073
H 1.1871 -7.7287 -1.2599
H 1.1819 -5.6307 -2.5257
*
```

HOMO-LUMO gap in eV: 7.78

***

Record 3
The following is a quantum chemistry calculation of the molecule C4H5N3O, from OMol25.

The geometry in ORCA input format:
```
! RIJCOSX wB97M-V def2-TZVPD def2/J DEFGRID3
* xyz 0 1
C -0.7508 -1.4479 2.2025
C -0.4100 -0.5945 1.2085
O -1.1955 0.1273 0.4280
N -0.2948 0.6061 -0.4348
C -0.2742 0.2606 -1.7833
N 0.7836 0.8311 -2.4309
C 1.1786 1.6491 -1.3224
N 0.5747 1.6902 -0.2058
H -1.9024 -1.8531 2.6060
H 0.0702 -2.1607 2.6239
H 0.6680 -0.6401 0.7411
H -0.8104 -0.4758 -2.2624
H 2.3630 2.0075 -1.3703
*
```

HOMO-LUMO gap in eV: 10.63
SMILES string: C=COn1cncn1
ΔE to the lowest compared entry with this formula, charge and spin in kJ/mol: 644.8

***

Record 4
The following is a quantum chemistry calculation of the molecule C4H8O2, from OMol25.

The geometry in ORCA input format:
```
! RIJCOSX wB97M-V def2-TZVPD def2/J DEFGRID3
* xyz 0 1
C -1.7732 -0.6941 -0.0698
C -0.3423 -0.4880 -0.5585
C 0.4153 0.5214 0.3146
O 0.6328 0.0121 1.6002
C 1.7335 0.9026 -0.3236
O 2.7885 0.7393 0.2465
H -2.2875 -1.4506 -0.6735
H -2.3531 0.2365 -0.1366
H -1.7726 -1.0273 0.9729
H -0.3478 -0.1510 -1.6033
H 0.2108 -1.4361 -0.5196
H -0.1833 1.4503 0.3646
H 1.5975 0.0389 1.7251
H 1.6814 1.3461 -1.3389
*
```

HOMO-LUMO gap in eV: 11.38
SMILES string: CC[C@@H](O)C=O
ΔE to the lowest compared entry with this formula, charge and spin in kJ/mol: 95.2

***

Record 5
The following is a quantum chemistry calculation of a structure of composition C29H35N3O2P2PdSe2, from OMol25.

The geometry in ORCA input format:
```
! RIJCOSX wB97M-V def2-TZVPD def2/J DEFGRID3
* xyz -2 1
Pd -0.2537 0.0390 1.1749
N 0.2422 0.4700 -1.6528
P -1.2357 0.0505 -0.8629
C -1.7358 -1.3619 -1.9528
C -2.0174 -1.2172 -3.3120
C -2.2777 -2.3295 -4.1006
C -2.2609 -3.6021 -3.5385
C -1.9786 -3.7555 -2.1886
C -1.7178 -2.6396 -1.4003
C -2.3798 1.3297 -1.5103
C -1.9351 2.6028 -1.8557
C -2.8422 3.6130 -2.1574
C -4.2054 3.3640 -2.1084
C -4.6608 2.0928 -1.7757
C -3.7565 1.0837 -1.4813
P 1.5765 0.0465 -0.6160
C 2.7558 -0.3063 -2.0489
C 3.4511 -1.5109 -2.0535
C 4.3214 -1.8340 -3.0918
C 4.4991 -0.9517 -4.1461
C 3.8156 0.2616 -4.1528
C 2.9552 0.5802 -3.1123
C 2.3071 1.7217 -0.2587
C 1.4875 2.8173 0.0067
C 2.0390 4.0605 0.2814
C 3.4182 4.2291 0.3055
C 4.2435 3.1397 0.0661
C 3.6897 1.8937 -0.2063
H 0.3457 0.2498 -2.6370
H -2.0315 -0.2264 -3.7553
H -2.4933 -2.2043 -5.1562
H -2.4671 -4.4673 -4.1578
H -1.9569 -4.7443 -1.7458
H -1.4853 -2.7450 -0.3445
H -0.8696 2.7983 -1.8822
H -2.4801 4.6010 -2.4176
H -4.9121 4.1604 -2.3132
H -5.7246 1.8913 -1.7305
H -4.1065 0.0978 -1.2041
H 3.3087 -2.1928 -1.2216
H 4.8579 -2.7759 -3.0801
H 5.1723 -1.2004 -4.9587
H 3.9616 0.9591 -4.9708
H 2.4444 1.5379 -3.1048
H 0.4156 2.6722 0.0358
H 1.3887 4.8995 0.5026
H 3.8470 5.1980 0.5343
H 5.3215 3.2571 0.0903
H 4.3430 1.0450 -0.3772
O 1.2146 -2.9581 2.8960
C 0.7497 -1.6062 2.8819
C 0.3422 -1.0934 4.2779
C 1.6205 -0.7437 5.0460
O 2.5068 -1.8596 5.2060
C -0.5591 0.1448 4.1637
Se 0.1221 1.6754 3.0815
C -0.4369 -2.1705 5.0604
Se -1.8677 -3.1061 4.0338
H 0.4200 -3.4837 3.1258
H -0.1252 -1.5367 2.1784
H 1.5847 -1.0152 2.5162
H 1.3711 -0.3917 6.0527
H 2.1228 0.0732 4.5204
H 2.4064 -2.4062 4.4112
H -0.7845 0.5176 5.1660
H -1.4957 -0.1749 3.7107
H -0.9096 -1.7059 5.9272
H 0.2445 -2.9386 5.4180
N -4.5617 -0.1094 2.1243
N -3.2984 -0.2360 1.4381
H -4.4205 -0.2291 3.1250
H -5.1367 -0.8837 1.8195
H -2.7840 -1.0445 1.7892
H -2.7493 0.5842 1.6740
*
```

HOMO-LUMO gap in eV: 5.03
ΔE to the lowest compared entry with this formula, charge and spin in kJ/mol: 87.4

***

Record 6
The following is a quantum chemistry calculation of a structure of composition C14H17N3O2S2, from OMol25.

The geometry in ORCA input format:
```
! RIJCOSX wB97M-V def2-TZVPD def2/J DEFGRID3
* xyz 0 1
C 2.1505 -0.4954 -4.4121
H 2.0934 -1.1851 -3.7348
O 1.0599 0.2672 -4.6992
C 0.4261 0.8921 -3.4781
C -0.7993 1.6659 -3.5798
C -1.5448 2.0730 -2.5831
C -1.1157 2.0391 -1.2815
C 0.4098 1.5622 -1.1172
C 1.0783 0.8829 -2.1200
H 1.9001 0.4486 -1.9682
H 0.8697 1.3733 -0.2217
C -1.5392 2.6597 -0.1576
H -2.3224 3.7523 -0.4479
H -0.9786 2.9631 0.4900
C -2.5656 1.7291 0.4080
N -2.0543 0.3143 0.6726
C -1.5786 0.1999 1.8763
O -1.8159 0.6785 2.9094
C -0.3721 -0.9404 1.7405
C 0.1079 -1.5399 2.9677
N -0.0921 -0.9942 4.3148
H 0.5021 -1.2946 4.9847
H -0.7600 -0.3328 4.1778
N 1.0271 -2.5517 2.7407
C 1.5738 -2.6594 1.4280
S 2.3777 -3.7646 0.8009
S 0.0490 -1.6899 0.5333
C 1.9896 -3.0579 3.7139
H 1.0922 -3.5112 4.6157
H 2.3724 -3.8126 3.3453
H 2.6481 -2.3122 4.2351
H -1.4862 0.0175 -0.1020
H -3.0683 1.9751 1.2497
H -3.5191 1.5096 -0.2660
H -2.4514 2.5753 -2.7936
H -1.0971 1.3110 -4.8257
H 3.1480 0.3282 -4.0186
H 2.2848 -1.0759 -5.3971
*
```

HOMO-LUMO gap in eV: 6.89
ΔE to the lowest compared entry with this formula, charge and spin in kJ/mol: 1403.5

***

Repeat the second record exactly.
The following is a quantum chemistry calculation of a structure of composition C36H32FN4O13ScSi, from OMol25.

The geometry in ORCA input format:
```
! RIJCOSX wB97M-V def2-TZVPD def2/J DEFGRID3
* xyz 0 1
Sc -0.2360 0.1682 -0.1814
O 2.9347 0.0245 2.8528
C 1.8859 -0.1394 2.0704
O 1.7798 0.3593 0.9731
C 0.8510 -1.0605 2.6333
C 1.0346 -1.8422 3.7621
C 0.0166 -2.7098 4.1155
C -1.1360 -2.7642 3.3424
C -1.2223 -1.9342 2.2400
N -0.2461 -1.1103 1.9043
C -2.3582 -1.8790 1.2510
O -3.4771 -2.5474 1.5084
O -2.2551 -1.2358 0.2397
H 3.5179 0.6786 2.4353
H 1.9516 -1.7741 4.3298
H 0.1206 -3.3512 4.9802
H -1.9221 -3.4633 3.5990
H -3.4423 -2.9861 2.3668
O -2.0924 1.1454 -0.7810
C -2.5150 1.3977 -1.9136
C -1.7148 1.4458 -3.0996
C -2.3548 1.6408 -4.3270
C -1.6129 1.6800 -5.4713
C -0.2152 1.5696 -5.4292
C 0.4257 1.3995 -4.2343
C -0.3035 1.2997 -3.0251
O 0.3036 1.0780 -1.9060
N -2.2861 1.8384 -6.7624
O -1.5893 1.9825 -7.7486
O -3.5019 1.8057 -6.7779
H -3.5809 1.6253 -2.0307
H -3.4310 1.7558 -4.3731
H 0.3363 1.6231 -6.3578
H 1.5028 1.3129 -4.1861
F -2.1737 5.4449 -0.9156
C -2.5759 4.6375 0.0709
C -1.8058 4.3986 1.1298
N -2.2066 3.5946 2.1796
C -1.2068 3.0869 3.1101
C -0.2830 2.0270 2.5196
O 0.6397 1.6409 3.2383
O -0.5781 1.6025 1.3592
C -3.4019 2.8953 2.1145
O -3.7404 2.0672 2.9331
N -4.2059 3.2385 1.0434
C -3.8742 3.9998 -0.0731
O -4.6117 4.0792 -1.0304
H -0.8255 4.8479 1.2133
H -1.7488 2.6282 3.9304
H -0.6021 3.9012 3.4999
H -5.0743 2.7264 0.9879
C 3.6020 -1.9222 -0.9228
C 2.8318 -2.3282 -2.1875
C 3.5355 -3.5365 -2.8172
C 2.8414 -1.1530 -3.1751
Si 1.0417 -2.7060 -1.7006
O 0.4381 -1.5493 -0.7315
C -0.0410 -2.8084 -3.2404
C 0.2933 -3.5686 -4.3677
C -0.4983 -3.5678 -5.5084
C -1.6581 -2.8045 -5.5493
C -2.0218 -2.0527 -4.4413
C -1.2206 -2.0578 -3.3052
C 1.0151 -4.3568 -0.7942
C 0.9175 -4.3701 0.6008
C 0.9187 -5.5593 1.3214
C 1.0142 -6.7716 0.6530
C 1.1127 -6.7852 -0.7327
C 1.1147 -5.5922 -1.4433
H 4.6393 -1.6789 -1.1846
H 3.6265 -2.7355 -0.1869
H 3.1592 -1.0475 -0.4500
H 4.5735 -3.2752 -3.0548
H 3.0587 -3.8497 -3.7515
H 3.5540 -4.3953 -2.1421
H 3.8735 -0.8920 -3.4406
H 2.3744 -0.2696 -2.7305
H 2.3037 -1.3901 -4.0974
H 1.2012 -4.1638 -4.3700
H -0.2077 -4.1577 -6.3694
H -2.2753 -2.7959 -6.4395
H -2.9315 -1.4621 -4.4633
H -1.5292 -1.4815 -2.4422
H 0.8597 -3.4222 1.1230
H 0.8492 -5.5422 2.4040
H 1.0141 -7.7025 1.2073
H 1.1871 -7.7287 -1.2599
H 1.1819 -5.6307 -2.5257
*
```

HOMO-LUMO gap in eV: 7.78

***

- What is the formula in the second record?
  C36H32FN4O13ScSi